a) Molecular formula: C4H18O4
Method: DFT, ωB97M-V with the def2-TZVPD basis set

```
! wB97M-V def2-TZVPD RIJCOSX def2/J DEFGRID3
* xyz 0 1
C -0.62 0.49 -1.71
C -1.06 -0.98 -1.82
C -1.46 -1.49 -0.45
C -0.98 -2.93 -0.19
H 0.30 0.61 -1.12
H -1.30 1.24 -1.28
H -0.32 0.98 -2.65
H -0.22 -1.43 -2.35
H -1.87 -1.00 -2.57
H -2.55 -1.41 -0.44
H -1.09 -0.96 0.42
H -0.50 -3.47 -1.00
H -1.80 -3.50 0.29
H -0.32 -3.02 0.67
O 0.38 3.21 1.93
H 1.11 2.53 1.83
H 0.74 3.88 1.34
O 2.21 1.06 1.77
H 1.47 0.48 1.69
H 2.82 0.74 1.08
O -2.15 1.45 2.10
H -1.23 1.70 2.24
H -2.72 2.21 2.10
O 4.02 -0.11 -0.35
H 3.45 -0.87 -0.59
H 3.68 0.58 -0.94
*
```

Calculated values
HOMO-LUMO gap	11.0	eV
SMILES string	CCCC.O.O.O.O

=====

b) Molecular formula: C4H18O4
Method: DFT, ωB97M-V with the def2-TZVPD basis set

```
! wB97M-V def2-TZVPD RIJCOSX def2/J DEFGRID3
* xyz 0 1
C -0.26 -0.13 -1.15
C -1.52 0.46 -0.50
C -1.19 1.00 0.95
C -1.92 0.23 2.04
H 0.47 0.67 -1.09
H -0.43 -0.52 -2.16
H 0.21 -1.05 -0.78
H -2.34 -0.24 -0.38
H -1.70 1.33 -1.13
H -0.10 0.90 1.02
H -1.39 2.07 0.96
H -1.80 0.80 2.95
H -1.60 -0.78 2.21
H -2.99 0.37 1.86
O 2.56 -1.28 0.25
H 3.04 -0.46 0.46
H 2.50 -1.88 0.99
O 3.03 1.49 0.24
H 2.07 1.44 0.21
H 3.25 2.31 -0.22
O 2.22 0.36 -3.04
H 1.44 0.79 -3.39
H 2.09 0.22 -2.11
O -2.07 -2.81 0.86
H -2.22 -1.98 0.42
H -1.31 -3.30 0.54
*
```

Calculated values
HOMO-LUMO gap	11.5	eV
SMILES string	CCCC.O.O.O.O

=====

a) comes first in stability; the runner-up is 4.4 kcal/mol higher.

=====

a) Molecular formula: C5H14N4
Method: DFT, ωB97M-V with the def2-TZVPD basis set

```
! wB97M-V def2-TZVPD RIJCOSX def2/J DEFGRID3
* xyz 0 1
C 1.64 -1.48 0.93
C 1.27 -0.04 0.68
N 2.14 0.91 1.26
C 0.61 0.38 -0.48
N 0.73 1.76 -0.84
N 0.36 -0.48 -1.57
H 0.77 -2.13 0.85
H 2.08 -1.59 1.92
H 2.39 -1.85 0.22
H 1.66 1.65 1.76
H 2.97 0.54 1.71
H 1.70 2.07 -0.82
H 0.26 1.99 -1.70
H -0.61 -0.35 -1.87
H 0.57 -1.45 -1.38
C -2.45 0.75 -1.00
C -1.99 0.29 0.20
N -2.12 -1.06 0.63
H -2.26 1.79 -1.24
H -2.65 0.10 -1.84
H -1.91 0.98 1.04
H -2.52 -1.17 1.56
H -2.66 -1.61 -0.03
*
```

Calculated values
HOMO-LUMO gap	7.8	eV
SMILES string	CC(N)=C(N)N.C=CN

=====

b) Molecular formula: C5H14N4
Method: DFT, ωB97M-V with the def2-TZVPD basis set

```
! wB97M-V def2-TZVPD RIJCOSX def2/J DEFGRID3
* xyz 0 1
C 0.01 1.31 -0.47
C -0.29 -0.01 2.45
C 1.29 1.14 -1.25
N 0.76 -0.29 1.55
N 1.87 0.37 1.79
H 1.87 1.19 2.40
H 2.63 0.21 1.15
H -0.74 1.85 -1.04
H 0.11 1.80 0.50
H -0.05 0.76 3.20
H -0.61 -0.93 2.95
H -1.27 0.21 1.82
H 1.83 2.09 -1.34
H 1.09 0.79 -2.26
H 1.97 0.42 -0.79
C -0.79 -1.16 -1.50
N -1.57 -2.38 -1.54
C -1.30 -0.21 -0.46
N -2.19 -0.14 0.32
H -2.55 -2.23 -1.31
H -1.55 -2.78 -2.47
H 0.25 -1.41 -1.25
H -0.76 -0.61 -2.45
*
```

Calculated values
HOMO-LUMO gap (spin up / spin down)	8.9 / 6.5	eV

=====

a) comes first in stability; the runner-up is 81.9 kcal/mol higher.

=====

a) Molecular formula: C5H31N3O10
Method: DFT, ωB97M-V with the def2-TZVPD basis set

```
! wB97M-V def2-TZVPD RIJCOSX def2/J DEFGRID3
* xyz 2 1
C 3.13 -0.35 0.69
C 2.81 -1.46 -0.32
C 1.39 -1.54 -0.78
C 0.23 -0.93 -0.40
N -0.78 -1.40 -1.21
C -0.28 -2.26 -2.07
N 1.04 -2.35 -1.84
N 2.91 1.06 0.22
H 2.54 -0.49 1.60
H 4.17 -0.44 1.00
H 3.49 -1.35 -1.17
H 3.07 -2.40 0.16
H 0.02 -0.23 0.39
H -1.84 -1.02 -1.16
H -0.79 -2.82 -2.83
H 1.66 -2.97 -2.34
H 3.80 1.54 0.06
H 2.38 1.12 -0.66
H 2.33 1.58 0.89
H 2.02 3.47 -0.87
H 2.21 4.50 0.25
O 2.36 3.58 0.02
H -1.39 2.21 -1.66
H -1.80 2.28 -3.17
O -1.42 1.67 -2.52
H -1.51 -5.14 0.95
H -0.34 -5.05 1.96
O -0.80 -4.56 1.25
H -1.64 -0.72 2.62
H -1.89 0.35 3.72
O -1.63 0.26 2.79
H -4.04 1.64 1.14
H -2.77 0.95 1.62
O -3.19 1.34 0.81
H -2.74 -2.68 2.74
H -1.55 -3.05 1.79
O -2.04 -2.30 2.19
H -3.23 0.26 -0.57
H -2.62 0.47 -2.00
O -3.02 -0.21 -1.41
H 0.37 2.66 2.46
H -0.35 1.25 2.25
O 0.31 1.88 1.87
H 1.58 1.10 -3.57
H 0.29 1.26 -2.67
O 1.28 1.14 -2.65
H -2.00 2.59 0.26
H -0.50 2.63 0.38
O -1.22 2.92 -0.23
*
```

Calculated values
HOMO-LUMO gap	10.9	eV

=====

b) Molecular formula: C5H31N3O10
Method: DFT, ωB97M-V with the def2-TZVPD basis set

```
! wB97M-V def2-TZVPD RIJCOSX def2/J DEFGRID3
* xyz 2 1
C -1.52 -2.57 -0.56
C -2.40 -1.34 -0.18
C -1.98 -0.46 0.95
C -1.83 0.95 0.86
N -1.24 1.24 2.06
C -1.16 0.17 2.88
N -1.49 -0.97 2.13
N -0.06 -2.30 -0.70
H -1.63 -3.33 0.24
H -1.98 -2.97 -1.43
H -3.41 -1.70 -0.08
H -2.38 -0.75 -1.18
H -2.04 1.65 0.16
H -0.93 2.34 2.15
H -0.76 0.03 3.92
H -1.32 -1.91 2.34
H 0.19 -1.52 -1.25
H 0.24 -3.08 -1.23
H 0.31 -2.11 0.19
H 3.19 4.18 -0.22
H 2.46 3.25 0.61
O 3.25 3.29 0.09
H -0.65 0.77 -2.77
H -2.12 1.14 -2.59
O -1.28 0.95 -2.07
H -2.52 3.70 -1.20
H -1.34 2.76 -1.64
O -1.57 3.57 -1.15
H 2.41 -2.32 1.76
H 1.21 -1.30 2.01
O 1.47 -2.20 1.78
H -0.19 -3.55 2.54
H -1.47 -4.20 2.77
O -1.04 -3.68 2.11
H 2.81 -0.64 0.17
H 3.48 -1.83 -0.32
O 2.62 -1.52 -0.24
H -0.45 3.40 0.26
H -0.08 4.21 1.62
O 0.06 3.49 1.00
H 1.43 -1.49 -3.00
H 0.30 -1.58 -3.98
O 0.53 -1.61 -3.04
H 1.19 2.92 -2.14
H 1.16 2.10 -3.62
O 1.11 2.07 -2.67
H 3.18 1.20 0.11
H 3.37 0.82 1.67
O 2.87 0.71 0.86
*
```

Calculated values
HOMO-LUMO gap	10.4	eV

=====

a) comes first in stability; the runner-up is 98.6 kcal/mol higher.

=====

a) Molecular formula: C3H11N5
Method: DFT, ωB97M-V with the def2-TZVPD basis set

```
! wB97M-V def2-TZVPD RIJCOSX def2/J DEFGRID3
* xyz 0 1
H 2.69 1.57 -1.23
N 2.26 0.90 -0.59
C 1.18 1.27 -0.05
C 0.47 0.33 0.88
C -0.65 0.98 1.66
N -0.07 -0.80 0.07
N 0.97 -1.62 -0.36
N -0.95 -0.31 -0.95
N -2.11 -1.09 -1.10
H 0.60 2.15 -0.36
H 1.20 -0.15 1.54
H -1.38 1.41 0.97
H -0.26 1.77 2.30
H -1.15 0.24 2.28
H 1.70 -1.04 -0.90
H 0.60 -2.39 -0.90
H -0.48 -0.26 -1.86
H -2.73 -0.87 -0.33
H -1.91 -2.09 -1.06
*
```

Calculated values
HOMO-LUMO gap	9.5	eV
SMILES string	[H]/N=C/[C@@H](C)N(N)NN

=====

b) Molecular formula: C3H11N5
Method: DFT, ωB97M-V with the def2-TZVPD basis set

```
! wB97M-V def2-TZVPD RIJCOSX def2/J DEFGRID3
* xyz 0 1
C 1.55 1.27 -0.25
C -0.35 -0.12 0.35
C -0.37 -2.21 0.51
H 1.80 -0.03 0.46
H 1.86 2.45 0.48
H 1.83 1.50 -1.64
H -1.57 2.04 0.74
H -0.38 2.94 -0.57
H -0.99 0.62 1.72
H -1.70 -1.83 1.63
H -0.46 -3.25 -0.38
H 1.00 -2.31 1.37
H 0.28 0.61 -2.15
H 1.64 -1.95 -1.72
N 0.12 1.13 -0.23
N -0.48 2.39 0.51
N -1.17 -0.31 1.37
N 0.17 -1.17 -0.32
N 0.18 -1.24 -1.84
*
```

Calculated values
HOMO-LUMO gap	6.2	eV

=====

a) comes first in stability; the runner-up is 445.6 kcal/mol higher.

=====

a) Molecular formula: C4H13N3
Method: DFT, ωB97M-V with the def2-TZVPD basis set

```
! wB97M-V def2-TZVPD RIJCOSX def2/J DEFGRID3
* xyz 1 2
N -0.40 1.05 -1.07
C 0.40 0.28 -0.23
C -0.42 -0.30 1.01
C -1.72 -0.95 0.60
N -1.51 -1.83 -0.54
C 1.60 1.11 0.39
N 2.71 1.16 -0.51
H -0.79 1.94 -0.78
H -1.14 0.54 -1.55
H 0.67 -0.58 -0.85
H 0.29 -1.08 1.34
H -0.46 0.37 1.87
H -2.40 -0.16 0.30
H -2.25 -1.42 1.44
H -0.82 -2.53 -0.30
H -2.36 -2.38 -0.70
H 1.89 0.60 1.31
H 1.20 2.12 0.47
H 2.96 0.26 -0.93
H 2.55 1.80 -1.29
*
```

Calculated values
HOMO-LUMO gap (spin up / spin down)	11.2 / 5.6	eV

=====

b) Molecular formula: C4H13N3
Method: DFT, ωB97M-V with the def2-TZVPD basis set

```
! wB97M-V def2-TZVPD RIJCOSX def2/J DEFGRID3
* xyz 1 2
N -1.30 -0.78 -0.05
C 0.17 -0.32 -0.04
C 0.37 1.06 -0.70
C -0.64 2.17 -0.16
N -0.81 2.09 1.30
C 1.01 -1.39 -0.70
N 1.27 -2.46 0.19
H -1.50 -1.00 0.91
H -1.28 -1.69 -0.54
H 0.53 -0.28 0.98
H 1.41 1.37 -0.51
H 0.29 0.96 -1.83
H -1.62 1.95 -0.61
H -0.38 3.19 -0.48
H -0.09 1.66 1.92
H -1.53 1.44 1.53
H 1.96 -0.89 -1.07
H 0.51 -1.74 -1.63
H 0.61 -2.60 0.97
H 1.54 -3.38 -0.15
*
```

Calculated values
HOMO-LUMO gap (spin up / spin down)	8.6 / 3.3	eV

=====

a) comes first in stability; the runner-up is 29.5 kcal/mol higher.